{
  "formula": "C44H46AlB2ClN8O2P",
  "method": "ωB97M-V with the def2-TZVPD basis set",
  "species": ["Al", "C", "C", "C", "C", "N", "N", "B", "N", "C", "C", "C", "C", "N", "N", "C", "C", "C", "C", "N", "N", "C", "C", "C", "C", "N", "H", "H", "H", "H", "H", "H", "H", "H", "H", "H", "H", "H", "H", "H", "H", "H", "H", "H", "H", "H", "Cl", "C", "C", "C", "C", "C", "C", "P", "C", "C", "C", "C", "C", "C", "C", "C", "C", "C", "C", "C", "H", "H", "H", "H", "H", "H", "H", "H", "H", "H", "H", "H", "H", "H", "C", "C", "C", "C", "C", "C", "C", "C", "O", "B", "O", "C", "C", "H", "H", "H", "H", "H", "H", "H", "H", "H", "H", "H", "H"],
  "xyz": [[-0.0771, 0.8961, -0.1861], [0.2278, 2.6370, -3.5880], [-1.0406, 2.3293, -2.8659], [-2.3166, 2.6534, -3.3181], [-3.1819, 2.2697, -2.3137], [-2.4711, 1.7374, -1.3149], [-1.1422, 1.7511, -1.6491], [-2.9831, 1.5790, 0.1484], [-2.1632, 2.5958, 0.9770], [-2.4566, 3.5529, 1.8691], [-1.2890, 4.1786, 2.2449], [-0.2736, 3.5353, 1.5300], [1.1742, 3.8884, 1.5214], [-0.8102, 2.5572, 0.7906], [-2.6284, 0.2066, 0.7752], [-3.3899, -0.5305, 1.5879], [-2.5644, -1.3526, 2.3350], [-1.2643, -1.0580, 1.9251], [0.0115, -1.6302, 2.4362], [-1.3201, -0.1146, 0.9697], [-4.4851, 1.6944, 0.1296], [-5.4180, 2.4820, 0.7267], [-6.6530, 2.0144, 0.3736], [-6.4004, 0.9099, -0.4779], [-7.4031, 0.0385, -1.1535], [-5.0987, 0.7324, -0.6112], [0.0279, 3.4178, -4.3181], [0.6031, 1.7708, -4.1339], [1.0000, 2.9879, -2.9069], [-2.5674, 3.1272, -4.2509], [-4.2530, 2.3533, -2.2688], [-3.4603, 3.7473, 2.1988], [-1.1790, 4.9978, 2.9329], [1.2851, 4.9706, 1.4806], [1.6867, 3.4488, 0.6665], [1.6496, 3.5419, 2.4383], [-4.4629, -0.4422, 1.5916], [-2.8609, -2.0662, 3.0838], [-0.1838, -2.5725, 2.9420], [0.4654, -0.9465, 3.1536], [0.7202, -1.7978, 1.6240], [-5.1685, 3.3275, 1.3413], [-7.6148, 2.3880, 0.6793], [-8.4098, 0.3606, -0.9003], [-7.2764, -1.0000, -0.8460], [-7.2850, 0.0774, -2.2369], [1.6723, 0.4204, -2.0130], [1.5409, -0.5947, -3.4403], [2.5232, -0.4536, -4.4062], [2.4955, -1.2665, -5.5282], [1.4965, -2.2119, -5.6857], [0.5093, -2.3445, -4.7287], [0.5153, -1.5431, -3.5866], [-0.7489, -1.8106, -2.3036], [-0.1935, -3.3502, -1.5427], [-1.0957, -4.1672, -0.8501], [-0.6457, -5.3158, -0.2268], [0.7074, -5.6344, -0.2434], [1.6165, -4.7973, -0.8824], [1.1744, -3.6543, -1.5210], [-2.2167, -2.1070, -3.3189], [-2.5740, -1.0379, -4.1552], [-3.6603, -1.1462, -4.9988], [-4.4094, -2.3169, -5.0118], [-4.0495, -3.3852, -4.1963], [-2.9636, -3.2872, -3.3460], [3.3011, 0.2880, -4.2856], [3.2633, -1.1556, -6.2811], [1.4885, -2.8503, -6.5580], [-0.2603, -3.0960, -4.8453], [-2.1426, -3.9039, -0.7874], [-1.3480, -5.9609, 0.2842], [1.0596, -6.5255, 0.2585], [2.6706, -5.0381, -0.8767], [1.8902, -3.0045, -2.0073], [-1.9758, -0.1349, -4.1649], [-3.9230, -0.3252, -5.6518], [-5.2649, -2.4048, -5.6677], [-4.6128, -4.3077, -4.2300], [-2.6819, -4.1424, -2.7523], [6.9873, 2.0360, 5.0560], [5.8797, 0.9918, 5.3052], [6.5379, -0.3348, 5.7214], [5.0062, 1.4851, 6.4574], [5.1000, 0.8043, 4.0119], [5.7894, 0.4012, 2.8554], [5.1736, 0.2299, 1.6268], [3.8166, 0.4755, 1.5773], [2.9381, 0.3955, 0.5226], [1.6822, 0.7463, 1.0152], [1.7878, 1.0055, 2.3714], [3.1129, 0.8540, 2.7123], [3.7266, 1.0351, 3.9340], [7.5155, 2.2346, 5.9890], [6.5512, 2.9688, 4.6954], [7.7143, 1.6886, 4.3240], [7.0813, -0.1897, 6.6555], [7.2442, -0.6917, 4.9727], [5.7828, -1.1071, 5.8764], [5.6268, 1.6374, 7.3397], [4.2333, 0.7590, 6.7161], [4.5334, 2.4390, 6.2168], [6.8499, 0.2036, 2.9205], [5.7256, -0.0852, 0.7519], [3.1463, 1.3380, 4.7937]],
  "multiplicity": 2,
  "total_charge": 2,
  "lumo_energy_ev": [-4.981, -9.140],
  "mol_weight_g_mol": 833.94,
  "e_above_lowest_kcal_mol": 12.8,
  "s_squared": 0.764,
  "energy_ha": -3386.25664,
  "homo_ev": [-12.3, -12.3],
  "max_force_ev_per_a": 2.647
}

=====

{
  "formula": "C44H46As2N3O2RuS3",
  "method": "ωB97M-V with the def2-TZVPD basis set",
  "species": ["Ru", "N", "C", "C", "C", "O", "O", "H", "H", "H", "H", "H", "H", "S", "C", "C", "C", "C", "C", "C", "As", "C", "C", "C", "C", "C", "C", "C", "C", "C", "C", "C", "C", "H", "H", "H", "H", "H", "H", "H", "H", "H", "H", "H", "H", "H", "H", "S", "C", "C", "C", "C", "C", "C", "As", "C", "C", "C", "C", "C", "C", "C", "C", "C", "C", "C", "C", "H", "H", "H", "H", "H", "H", "H", "H", "H", "H", "H", "H", "H", "H", "C", "C", "N", "C", "S", "N", "C", "C", "H", "H", "H", "H", "H", "H", "H", "H", "H", "H", "H", "H"],
  "xyz": [[-0.4647, 0.1761, 0.0785], [-2.0056, -1.5554, 0.9027], [-2.3992, -1.6658, 2.3278], [-1.7355, -0.5945, 3.1816], [-0.2462, -0.8805, 3.1906], [0.2861, -1.4556, 4.1386], [0.3821, -0.5475, 2.1077], [-2.7989, -1.7206, 0.2983], [-1.3302, -2.2731, 0.6688], [-2.1167, -2.6460, 2.7165], [-3.4832, -1.5814, 2.4006], [-2.1245, -0.6252, 4.1979], [-1.9125, 0.3860, 2.7402], [-0.1580, 2.2101, 1.6245], [-1.3793, 3.4618, 1.4588], [-1.6662, 4.3056, 2.5364], [-2.6391, 5.2859, 2.4253], [-3.3528, 5.4472, 1.2425], [-3.0803, 4.6184, 0.1645], [-2.0970, 3.6417, 0.2706], [-1.5725, 2.4114, -1.1111], [0.1175, 3.2748, -1.6073], [0.1686, 4.6602, -1.7299], [1.3652, 5.2991, -2.0258], [2.5275, 4.5579, -2.1925], [2.4868, 3.1764, -2.0689], [1.2862, 2.5440, -1.7816], [-2.6971, 3.0418, -2.5842], [-2.2259, 3.7124, -3.7052], [-3.1110, 4.1237, -4.6953], [-4.4686, 3.8631, -4.5791], [-4.9464, 3.1830, -3.4659], [-4.0624, 2.7691, -2.4809], [-1.1145, 4.1779, 3.4601], [-2.8484, 5.9284, 3.2726], [-4.1109, 6.2159, 1.1587], [-3.6288, 4.7420, -0.7604], [-0.7300, 5.2457, -1.5734], [1.3905, 6.3782, -2.1146], [3.4635, 5.0576, -2.4092], [3.3897, 2.5894, -2.1829], [1.2796, 1.4670, -1.6837], [-1.1700, 3.9191, -3.8121], [-2.7331, 4.6459, -5.5663], [-5.1522, 4.1819, -5.3565], [-6.0058, 2.9830, -3.3629], [-4.4384, 2.2399, -1.6120], [0.4349, -3.3682, -0.8677], [0.6708, -3.3018, -2.5998], [1.3775, -4.3250, -3.2364], [1.6113, -4.2824, -4.6016], [1.1498, -3.2088, -5.3463], [0.4421, -2.1850, -4.7276], [0.1818, -2.2236, -3.3638], [-0.8365, -0.8396, -2.4211], [-2.5842, -1.7101, -2.3413], [-2.8291, -2.9728, -2.8657], [-4.1084, -3.5154, -2.8162], [-5.1514, -2.8008, -2.2443], [-4.9134, -1.5375, -1.7172], [-3.6359, -0.9971, -1.7678], [-1.1787, 0.3251, -3.9569], [-2.3833, 0.3604, -4.6513], [-2.4764, 1.0513, -5.8532], [-1.3687, 1.7061, -6.3750], [-0.1727, 1.7045, -5.6707], [-0.0837, 1.0249, -4.4647], [1.7292, -5.1590, -2.6440], [2.1607, -5.0828, -5.0816], [1.3247, -3.1674, -6.4143], [0.0743, -1.3670, -5.3304], [-2.0232, -3.5382, -3.3159], [-4.2885, -4.5010, -3.2275], [-6.1471, -3.2258, -2.2139], [-5.7202, -0.9733, -1.2655], [-3.4518, -0.0115, -1.3604], [-3.2528, -0.1603, -4.2737], [-3.4196, 1.0662, -6.3850], [-1.4373, 2.2145, -7.3290], [0.6961, 2.2184, -6.0655], [0.8587, 1.0136, -3.9295], [3.7769, -5.0436, -0.5296], [4.1258, -3.5672, -0.6466], [3.8123, -2.8609, 0.5913], [2.8396, -1.9578, 0.7920], [1.9951, -1.2299, -0.5344], [2.5684, -1.5317, 2.0132], [3.1333, -2.0858, 3.2386], [2.4741, -3.4015, 3.6470], [4.0098, -5.5613, -1.4620], [2.7138, -5.1630, -0.3147], [4.3515, -5.5191, 0.2696], [3.5722, -3.0935, -1.4526], [5.1914, -3.4498, -0.8491], [4.2104, -3.2662, 1.4226], [1.6852, -0.9884, 2.0971], [2.9681, -1.3388, 4.0107], [4.2140, -2.1987, 3.1210], [1.4209, -3.2168, 3.8618], [2.9451, -3.8015, 4.5470], [2.5440, -4.1511, 2.8548]],
  "multiplicity": 6,
  "lumo_energy_ev": [0.569, -1.203],
  "mol_weight_g_mol": 995.99,
  "e_above_lowest_kcal_mol": 35.8,
  "s_squared": 8.774,
  "energy_ha": -7779.99517,
  "homo_ev": [-6.9, -7.1],
  "max_force_ev_per_a": 2.300
}